{"formula": "C21H54F4N2O25P2Rb2S7", "method": "ωB97M-V/def2-TZVPD", "homo_lumo_gap_ev": 9.93, "spin_multiplicity": 1, "energy_ha": -6740.8271, "species": ["Rb", "Rb", "N", "S", "O", "O", "F", "S", "O", "O", "F", "N", "S", "O", "O", "F", "S", "O", "O", "F", "O", "S", "O", "O", "C", "C", "C", "H", "H", "H", "H", "H", "H", "H", "H", "O", "S", "O", "O", "C", "C", "C", "H", "H", "H", "H", "H", "H", "H", "H", "O", "S", "O", "O", "C", "C", "C", "H", "H", "H", "H", "H", "H", "H", "H", "C", "C", "O", "P", "O", "O", "C", "C", "O", "C", "C", "H", "H", "H", "H", "H", "H", "H", "H", "H", "H", "H", "H", "H", "H", "H", "C", "C", "O", "P", "O", "O", "C", "C", "O", "C", "C", "H", "H", "H", "H", "H", "H", "H", "H", "H", "H", "H", "H", "H", "H", "H"], "positions_angstrom": [[3.750, 1.902, 3.209], [1.005, 0.929, 1.020], [2.984, 2.734, 0.479], [3.826, 2.833, -0.778], [5.061, 3.640, -0.812], [3.151, 2.553, -2.053], [4.545, 1.363, -0.586], [2.697, 4.473, 0.401], [2.066, 5.094, -0.766], [3.590, 5.286, 1.183], [1.381, 4.433, 1.373], [1.229, 0.584, 3.903], [0.534, 1.327, 4.972], [1.306, 1.983, 6.067], [-0.907, 1.006, 5.193], [0.393, 2.639, 4.057], [0.883, -0.943, 4.548], [-0.441, -1.519, 4.337], [1.545, -1.179, 5.842], [1.864, -1.660, 3.500], [2.702, -1.278, 0.297], [3.975, -1.568, 0.953], [4.493, -0.596, 1.963], [3.847, -3.095, 1.658], [3.174, -4.108, 0.914], [1.988, -4.645, 1.770], [5.282, -1.914, -0.292], [3.917, -4.889, 0.750], [2.773, -3.736, -0.029], [2.322, -5.314, 2.563], [1.314, -5.303, 1.222], [1.330, -3.848, 2.116], [5.556, -0.969, -0.762], [5.024, -2.680, -1.024], [6.141, -2.248, 0.290], [-1.767, -0.097, 1.008], [-3.210, -0.400, 0.933], [-4.117, 0.575, 0.363], [-3.480, -1.788, 0.129], [-2.711, -2.923, 0.417], [-3.016, -4.038, -0.599], [-3.822, -0.886, 2.670], [-2.875, -3.243, 1.446], [-1.667, -2.718, 0.182], [-2.512, -3.912, -1.557], [-4.091, -4.154, -0.738], [-2.669, -5.018, -0.272], [-3.029, -1.473, 3.132], [-4.708, -1.454, 2.385], [-3.991, 0.017, 3.256], [-0.382, 1.773, -1.509], [-0.526, 1.907, -2.951], [0.121, 0.977, -3.861], [-2.163, 1.853, -3.287], [-3.094, 2.348, -2.346], [-4.364, 2.757, -3.016], [-0.094, 3.642, -3.503], [-2.683, 3.148, -1.730], [-3.307, 1.506, -1.686], [-4.974, 3.188, -2.223], [-4.892, 1.913, -3.461], [-4.099, 3.387, -3.865], [-0.748, 4.339, -2.980], [-0.352, 3.643, -4.563], [0.961, 3.887, -3.381], [4.003, -7.095, -4.057], [4.017, -6.225, -5.341], [3.262, -5.028, -5.269], [3.846, -3.710, -4.470], [4.659, -4.088, -3.303], [4.477, -2.825, -5.681], [3.746, -2.307, -6.806], [4.647, -1.969, -7.938], [2.436, -2.992, -4.169], [2.244, -2.304, -2.938], [3.040, -0.919, -2.977], [4.103, -6.550, -3.118], [3.104, -7.711, -4.104], [4.839, -7.789, -4.141], [5.017, -5.968, -5.688], [3.603, -6.894, -6.095], [3.000, -3.047, -7.093], [3.189, -1.434, -6.466], [4.240, -1.312, -8.707], [5.469, -1.366, -7.552], [4.975, -2.915, -8.369], [1.173, -2.108, -2.872], [2.474, -2.836, -2.015], [2.721, -0.275, -3.796], [2.746, -0.366, -2.085], [4.099, -1.171, -2.927], [-3.611, 4.217, 7.680], [-4.232, 3.524, 6.448], [-4.479, 4.521, 5.487], [-4.331, 4.252, 3.905], [-4.514, 5.408, 3.040], [-2.880, 3.510, 3.800], [-2.426, 3.018, 2.543], [-1.737, 4.132, 1.680], [-5.388, 3.062, 3.599], [-6.523, 3.393, 2.837], [-7.182, 2.079, 2.492], [-4.163, 5.051, 8.116], [-3.513, 3.403, 8.398], [-2.587, 4.554, 7.522], [-3.586, 2.725, 6.085], [-5.176, 3.068, 6.747], [-1.617, 2.329, 2.784], [-3.199, 2.485, 1.990], [-2.419, 4.939, 1.411], [-0.990, 4.571, 2.340], [-1.151, 3.762, 0.839], [-7.200, 4.106, 3.308], [-6.228, 3.785, 1.864], [-6.693, 1.635, 1.625], [-7.121, 1.447, 3.377], [-8.222, 2.187, 2.184]], "forces_ev_per_a": [[0.322, 0.149, 0.305], [-1.058, -0.341, -0.452], [-1.430, 4.619, 1.325], [6.227, -4.667, -7.496], [-3.153, -0.352, 0.571], [0.418, 1.350, 2.291], [-0.385, 0.009, 0.512], [-4.045, 3.847, 2.516], [1.859, -2.175, 1.153], [-0.061, -1.614, -0.752], [0.932, -0.860, -0.282], [1.268, -5.791, -1.283], [-5.233, 9.546, 6.084], [-1.234, -2.817, -2.150], [3.671, -0.027, 0.044], [-0.105, 0.785, -0.742], [1.246, -4.041, 0.761], [2.542, 1.244, -0.324], [-1.530, 0.966, -2.624], [-0.637, 0.019, 0.140], [1.274, -0.159, 0.850], [0.477, -0.617, 0.613], [-1.280, -2.557, -2.067], [0.705, 3.245, -0.258], [-1.454, -0.957, 0.488], [0.193, -0.325, -0.527], [-0.011, 0.518, 0.993], [-0.121, 0.007, -0.237], [0.273, 0.091, -0.024], [0.194, 0.576, 0.374], [0.217, 0.030, -0.683], [0.416, 0.124, 0.297], [-0.335, 0.030, -0.029], [-0.482, 0.076, 0.109], [-0.105, -0.047, 0.109], [-2.145, -0.722, -0.428], [0.617, 0.317, 1.679], [0.934, -1.205, 0.365], [-0.662, 2.060, -0.038], [1.406, -1.585, -0.918], [-0.649, -0.228, 0.230], [0.878, 0.329, -2.057], [0.141, -0.033, -0.017], [0.225, 0.393, 0.864], [-0.248, 0.509, -0.008], [-0.019, 0.118, -0.203], [0.138, 0.130, 0.514], [-0.125, -0.083, -0.093], [-0.082, 0.096, 0.587], [-0.175, 0.010, -0.312], [0.045, 0.046, -1.058], [-0.492, 0.576, -0.673], [-1.074, 1.042, 1.290], [2.982, -0.057, -1.004], [-0.260, -0.925, 1.486], [0.266, -0.240, -0.568], [-0.808, -1.135, 0.021], [0.155, 0.153, -0.141], [0.017, 0.223, 0.318], [-0.218, 0.395, -0.473], [0.028, -0.169, 0.234], [-0.437, 0.637, 0.269], [0.143, -0.115, 0.154], [0.016, -0.060, 0.047], [-0.074, -0.425, 0.370], [0.172, 0.206, -0.798], [0.719, -0.751, 0.622], [-0.168, 1.380, 0.699], [-1.777, -1.019, -2.144], [0.232, 0.971, -0.559], [0.652, -0.864, 1.713], [-1.823, 0.183, 0.578], [0.979, 0.030, 0.015], [1.092, -0.943, 0.085], [0.089, 2.748, -0.005], [-1.416, -1.542, 0.815], [-0.125, 0.060, -0.221], [-0.124, 0.165, 0.447], [0.108, -0.035, 0.078], [0.249, -0.124, 0.266], [-0.315, 0.561, -0.348], [-0.008, -0.096, -0.089], [0.044, 0.089, 0.133], [-0.648, -0.370, 0.073], [0.390, -0.376, 0.037], [0.449, 0.310, -0.260], [-0.017, 0.084, -0.250], [0.509, -0.512, -0.411], [0.330, -0.380, -0.271], [0.285, -0.016, 0.145], [0.069, 0.436, -0.309], [0.436, -1.122, -0.177], [0.282, 0.392, 1.625], [0.187, 0.407, -2.477], [0.809, -1.116, 0.781], [-0.068, 0.277, 0.129], [-1.716, 0.691, 0.454], [1.335, 0.525, -1.314], [-0.300, -0.103, 1.381], [1.386, 0.669, 0.754], [-0.847, -0.373, -1.742], [-0.461, -0.223, 0.098], [-0.344, -0.238, -0.271], [-0.104, 0.163, 0.466], [-0.055, 0.063, -0.416], [0.177, 0.172, -0.117], [-0.170, 0.020, -0.119], [-0.346, -0.287, 0.165], [-0.219, 0.085, 0.135], [-0.059, -0.213, -0.242], [0.012, 0.167, 0.079], [-0.456, -0.294, -0.211], [0.214, -0.051, 0.357], [0.231, 0.671, 0.252], [0.297, -0.278, 0.295], [-0.168, -0.324, -0.209], [-0.099, 0.186, 0.240]]}


{"formula": "C21H54O12", "method": "ωB97M-V/def2-TZVPD", "relative_energy_ev": 0.914, "homo_lumo_gap_ev": 9.73, "spin_multiplicity": 1, "energy_ha": -1735.1053, "species": ["C", "O", "H", "H", "H", "H", "C", "O", "H", "H", "H", "H", "C", "O", "H", "H", "H", "H", "C", "O", "C", "C", "O", "C", "C", "O", "C", "H", "H", "H", "H", "H", "H", "H", "H", "H", "H", "H", "H", "H", "H", "C", "O", "C", "C", "O", "C", "C", "O", "C", "H", "H", "H", "H", "H", "H", "H", "H", "H", "H", "H", "H", "H", "H", "C", "O", "C", "C", "O", "C", "C", "O", "C", "H", "H", "H", "H", "H", "H", "H", "H", "H", "H", "H", "H", "H", "H"], "positions_angstrom": [[-16.047, -2.171, -3.574], [-15.189, -1.182, -3.035], [-15.805, -3.131, -3.167], [-17.103, -1.917, -3.296], [-15.992, -2.317, -4.669], [-15.376, -1.063, -2.124], [-20.048, -3.757, -6.725], [-19.620, -3.819, -5.369], [-20.143, -4.833, -7.057], [-21.007, -3.268, -6.879], [-19.358, -3.220, -7.371], [-20.235, -4.396, -4.880], [-22.354, -4.871, -2.892], [-21.062, -4.459, -2.980], [-22.675, -4.942, -3.968], [-22.518, -5.843, -2.365], [-23.118, -4.146, -2.460], [-20.477, -4.706, -2.249], [-18.789, 1.550, 0.926], [-18.337, 1.026, -0.338], [-18.926, 1.589, -1.522], [-18.469, 0.797, -2.717], [-19.084, 1.341, -3.913], [-18.433, 0.791, -5.107], [-18.989, -0.623, -5.480], [-20.120, -0.572, -6.398], [-21.331, -0.425, -5.645], [-19.784, 1.154, 1.193], [-18.809, 2.619, 0.871], [-17.961, 1.298, 1.629], [-18.681, 2.665, -1.553], [-19.966, 1.318, -1.331], [-18.831, -0.197, -2.534], [-17.402, 0.822, -2.721], [-17.410, 0.719, -4.913], [-18.651, 1.458, -5.887], [-19.269, -1.219, -4.595], [-18.212, -1.195, -6.072], [-21.432, 0.649, -5.326], [-21.279, -1.085, -4.735], [-22.145, -0.702, -6.267], [-17.926, -6.031, -2.744], [-18.510, -5.708, -1.515], [-17.664, -5.173, -0.527], [-18.502, -4.805, 0.637], [-19.471, -3.923, 0.147], [-20.044, -3.194, 1.216], [-20.861, -2.018, 0.727], [-22.050, -2.548, 0.196], [-22.771, -1.635, -0.615], [-18.701, -6.567, -3.305], [-17.122, -6.723, -2.538], [-17.583, -5.088, -3.235], [-17.097, -4.350, -0.874], [-16.961, -5.953, -0.179], [-17.853, -4.255, 1.283], [-18.904, -5.707, 1.093], [-19.293, -2.756, 1.844], [-20.721, -3.813, 1.781], [-20.282, -1.436, 0.001], [-21.134, -1.236, 1.484], [-23.032, -0.669, -0.195], [-23.705, -2.103, -0.766], [-22.110, -1.481, -1.507], [-12.147, -1.302, 1.692], [-12.545, -0.427, 0.614], [-12.757, -1.130, -0.559], [-14.050, -2.018, -0.535], [-15.195, -1.167, -0.337], [-16.326, -1.848, 0.340], [-16.695, -1.099, 1.507], [-15.867, -1.421, 2.548], [-15.600, -0.285, 3.440], [-13.034, -1.910, 2.006], [-11.830, -0.659, 2.475], [-11.265, -1.960, 1.476], [-11.954, -1.933, -0.746], [-12.905, -0.472, -1.386], [-14.126, -2.691, 0.328], [-14.067, -2.530, -1.480], [-15.958, -2.824, 0.631], [-17.184, -1.912, -0.351], [-17.701, -1.428, 1.830], [-16.741, -0.033, 1.291], [-15.133, 0.499, 2.874], [-14.911, -0.622, 4.233], [-16.496, 0.016, 3.960]], "forces_ev_per_a": [[-1.141, 0.615, 0.332], [0.534, -0.040, -2.888], [0.061, -0.896, 0.475], [0.588, -0.425, -0.432], [0.266, 0.745, 0.468], [-0.564, 0.250, 1.690], [-0.319, -1.854, -0.149], [-0.103, 0.361, -0.181], [0.071, 1.119, -0.285], [-0.243, 0.086, 0.311], [0.390, -0.106, 0.365], [0.299, 0.517, 0.029], [-2.980, -0.528, -0.672], [2.035, 0.717, 0.129], [-0.102, -0.430, 0.952], [0.264, 0.573, -0.493], [1.222, -0.418, -0.034], [-0.333, 0.021, 0.259], [1.020, -0.646, -1.039], [0.860, -0.264, 0.336], [-0.668, -0.300, 1.731], [-1.141, 0.998, -0.297], [1.284, -0.682, 0.226], [-2.623, -1.664, 1.596], [0.458, 0.107, -1.529], [0.296, -0.076, 1.468], [1.315, 0.817, 1.071], [0.409, 0.037, 0.127], [-0.289, 0.832, 0.030], [-1.156, 0.032, -0.187], [-0.447, -0.321, -0.288], [-0.643, 1.082, -0.716], [0.066, -0.899, -0.133], [0.943, -0.094, -0.498], [1.857, -0.025, 0.166], [-0.181, 0.930, -1.113], [0.246, 0.207, -0.264], [-0.636, 0.646, 0.818], [-0.114, -0.961, -0.087], [-0.287, 0.552, -0.736], [-0.746, -0.249, -0.568], [-0.015, 0.510, 0.065], [-0.986, 0.230, 0.558], [0.042, -2.175, -0.141], [0.035, 0.201, -0.997], [-0.730, 0.737, 0.485], [-0.743, 0.981, -0.398], [-0.430, 0.438, -0.188], [-0.301, 0.499, 0.250], [1.778, -0.180, -0.504], [0.297, 0.409, -0.168], [0.671, -0.195, -0.386], [-0.126, -0.878, -0.085], [0.547, 1.111, -0.643], [0.089, 0.155, -0.208], [0.502, 0.130, 1.137], [-0.321, 0.014, 0.315], [0.734, -0.154, 0.615], [-0.133, -0.495, 0.511], [0.052, -0.214, -0.499], [0.430, -0.902, 0.124], [0.476, 0.313, 0.660], [-0.917, -0.617, -0.933], [-1.130, 0.071, 0.174], [-0.725, -0.375, -0.763], [0.981, -0.535, 0.793], [-0.874, -3.097, 0.224], [0.150, 1.235, 1.578], [-0.796, -0.673, 0.057], [1.337, 0.094, -2.751], [-2.111, 0.700, 1.165], [2.086, 1.050, 2.399], [0.340, -2.000, -0.127], [0.851, 0.347, -0.046], [0.020, 0.549, 0.835], [-0.797, 0.419, -0.372], [-0.534, 1.402, -0.009], [0.384, 0.656, -0.512], [0.868, -0.289, -0.428], [-0.249, -0.495, -0.417], [-0.295, -0.419, 0.006], [0.382, -0.121, 0.049], [-0.190, 0.384, -0.408], [0.228, -0.031, -0.120], [0.061, 0.558, -0.236], [-0.148, -0.065, -0.554], [-0.559, 0.355, -0.097]]}